1.
DFT (the ωB97M-V functional and the def2-TZVPD basis) results for 4 unconnected molecules or ions with the total composition C25H52O13.

Each atom is followed by the atoms it is bonded to, with distances in Å.
Element x y z (Å)
1 C -0.1473 1.6519 4.5604  C2 1.193, H12 1.064
2 C -1.0832 1.5322 3.8308  C1 1.193, C3 1.457
3 C -2.2603 1.4229 2.9785  C2 1.457, O4 1.431, H13 1.090, H14 1.086
4 O -2.5753 2.6298 2.2767  C3 1.431, C5 1.359
5 C -3.3561 3.4720 3.0032  O4 1.359, O6 1.197, O7 1.350
6 O -2.9799 4.0262 3.9954  C5 1.197
7 O -4.5614 3.6855 2.4347  C5 1.350, C8 1.436
8 C -5.6999 3.3028 3.2218  O7 1.436, O9 1.379, H15 1.085, H16 1.093
9 O -6.4818 2.3617 2.5860  C8 1.379, C10 1.420
10 C -5.8454 1.1348 2.2595  O9 1.420, C11 1.519, H17 1.087, H18 1.087
11 C -5.8990 0.1105 3.3797  C10 1.519, H19 1.089, H20 1.091, H21 1.084
12 H 0.6523 1.6521 5.2617  C1 1.064
13 H -3.0973 1.1398 3.6175  C3 1.090
14 H -2.1315 0.6145 2.2652  C3 1.086
15 H -6.3245 4.1832 3.3336  C8 1.085
16 H -5.3732 3.0104 4.2229  C8 1.093
17 H -4.8208 1.2694 1.9230  C10 1.087
18 H -6.3906 0.7336 1.4096  C10 1.087
19 H -5.3890 0.4510 4.2794  C11 1.089
20 H -5.3429 -0.7601 3.0287  C11 1.091
21 H -6.9182 -0.1898 3.5928  C11 1.084
22 C 2.4571 1.1764 1.3041  O23 1.411, H31 1.096, H32 1.089, H33 1.095
23 O 2.9473 -0.1244 1.5464  C22 1.411, C24 1.417
24 C 2.5536 -0.6458 2.8035  O23 1.417, C25 1.512, H34 1.096, H35 1.099
25 C 2.3940 -2.1479 2.7414  C24 1.512, O26 1.421, H36 1.093, H37 1.091
26 O 1.2288 -2.5868 2.0570  C25 1.421, C27 1.419
27 C 1.1960 -2.4812 0.6426  O26 1.419, C28 1.512, H38 1.092, H39 1.093
28 C 2.0935 -3.4549 -0.0876  C27 1.512, O29 1.418, H40 1.099, H41 1.096
29 O 3.4508 -3.0487 -0.0261  C28 1.418, C30 1.410
30 C 4.3533 -4.1313 -0.0390  O29 1.410, H42 1.096, H43 1.088, H44 1.096
31 H 2.9578 1.9071 1.9494  C22 1.096
32 H 2.6797 1.4201 0.2664  C22 1.089
33 H 1.3730 1.2289 1.4521  C22 1.095
34 H 1.6106 -0.1947 3.1321  C24 1.096
35 H 3.3359 -0.4007 3.5360  C24 1.099
36 H 2.2627 -2.5016 3.7667  C25 1.093
37 H 3.2925 -2.6245 2.3456  C25 1.091
38 H 1.3819 -1.4571 0.3129  C27 1.092
39 H 0.1666 -2.7289 0.3703  C27 1.093
40 H 1.7933 -3.4890 -1.1438  C28 1.099
41 H 1.9686 -4.4544 0.3446  C28 1.096
42 H 4.1200 -4.8495 0.7552  C30 1.096
43 H 5.3493 -3.7303 0.1394  C30 1.088
44 H 4.3468 -4.6426 -1.0084  C30 1.096
45 C -2.5267 -2.1049 -3.0902  O46 1.411, H54 1.096, H55 1.088, H56 1.095
46 O -2.3049 -2.7429 -1.8518  C45 1.411, C47 1.417
47 C -1.9079 -1.8482 -0.8279  O46 1.417, C48 1.512, H57 1.096, H58 1.099
48 C -2.3893 -2.3157 0.5275  C47 1.512, O49 1.421, H59 1.094, H60 1.091
49 O -3.7812 -2.1337 0.7508  C48 1.421, C50 1.420
50 C -4.6874 -3.0011 0.0849  O49 1.420, C51 1.512, H61 1.091, H62 1.093
51 C -4.6990 -4.4185 0.6115  C50 1.512, O52 1.418, H63 1.098, H64 1.096
52 O -3.5651 -5.1415 0.1630  C51 1.418, C53 1.410
53 C -3.1393 -6.1268 1.0775  O52 1.410, H65 1.096, H66 1.088, H67 1.096
54 H -1.5857 -1.7501 -3.5257  C45 1.096
55 H -2.9647 -2.8394 -3.7636  C45 1.088
56 H -3.2223 -1.2652 -2.9848  C45 1.095
57 H -2.2944 -0.8410 -1.0215  C47 1.096
58 H -0.8097 -1.8070 -0.8155  C47 1.099
59 H -1.9050 -1.6846 1.2778  C48 1.094
60 H -2.0838 -3.3435 0.7286  C48 1.091
61 H -4.5356 -2.9855 -0.9952  C50 1.091
62 H -5.6752 -2.5765 0.2799  C50 1.093
63 H -5.5997 -4.9264 0.2413  C51 1.098
64 H -4.7345 -4.3961 1.7069  C51 1.096
65 H -2.9647 -5.6957 2.0698  C53 1.096
66 H -2.2002 -6.5336 0.7075  C53 1.088
67 H -3.8704 -6.9395 1.1546  C53 1.096
68 C 4.3371 0.7476 -2.6729  O69 1.412, H77 1.096, H78 1.088, H79 1.095
69 O 3.9725 1.8287 -3.5043  C68 1.412, C70 1.417
70 C 2.8078 2.5027 -3.0600  O69 1.417, C71 1.512, H80 1.096, H81 1.099
71 C 2.8612 3.9736 -3.4064  C70 1.512, O72 1.419, H82 1.093, H83 1.091
72 O 3.7522 4.7331 -2.6047  C71 1.419, C73 1.419
73 C 5.1462 4.5933 -2.8302  O72 1.419, C74 1.512, H84 1.091, H85 1.093
74 C 5.6415 5.2173 -4.1158  C73 1.512, O75 1.418, H86 1.098, H87 1.096
75 O 5.3119 4.4163 -5.2389  C74 1.418, C76 1.409
76 C 5.1017 5.1685 -6.4117  O75 1.409, H88 1.096, H89 1.088, H90 1.096
77 H 3.6137 -0.0713 -2.7599  C68 1.096
78 H 5.3097 0.3885 -3.0041  C68 1.088
79 H 4.4155 1.0617 -1.6264  C68 1.095
80 H 2.6847 2.3924 -1.9767  C70 1.096
81 H 1.9410 2.0486 -3.5603  C70 1.099
82 H 1.8732 4.3895 -3.1947  C71 1.093
83 H 3.0555 4.1220 -4.4699  C71 1.091
84 H 5.4624 3.5519 -2.7535  C73 1.091
85 H 5.6169 5.1368 -2.0076  C73 1.093
86 H 6.7352 5.3065 -4.0674  C74 1.098
87 H 5.2121 6.2206 -4.2180  C74 1.096
88 H 4.3506 5.9503 -6.2504  C76 1.096
89 H 4.7331 4.4877 -7.1767  C76 1.088
90 H 6.0341 5.6243 -6.7643  C76 1.096

energy above the lowest of the compared OMol25 structures with the same formula, charge and spin = 320.6 kJ/mol
LUMO = 0.0210 Ha
structure (SMILES) = C#CCOC(=O)OCOCC.COCCOCCOC.COCCOCCOC.COCCOCCOC
calculated total energy = -1961.5824 hartree
max |F| = 1.0 eV/A

***

2.
DFT (the ωB97M-V functional and the def2-TZVPD basis) results for 4 unconnected molecules or ions with the total composition C25H52O14 at a distorted geometry.

Each atom is followed by the atoms it is bonded to, with distances in Å.
Element x y z (Å)
1 C -6.4428 2.8114 -4.0376  C2 1.673, H13 1.188, H14 1.170, H15 1.192
2 C -5.4478 1.4743 -3.8961  C1 1.673, O3 1.351, O4 1.473
3 O -4.5541 1.4098 -2.8844  C2 1.351
4 O -5.6331 0.4376 -4.9264  C2 1.473, C5 1.471
5 C -4.6888 -0.6797 -4.7720  O4 1.471, C6 1.640, H16 1.177, H17 1.194
6 C -3.2589 -0.2452 -5.4465  C5 1.640, C7 1.672, H18 1.180, H19 1.194
7 C -1.9816 -0.2705 -4.3686  C6 1.672, O8 1.339, O9 1.471
8 O -1.6871 -1.4725 -3.8565  C7 1.339
9 O -1.2654 0.9881 -4.1102  C7 1.471, C10 1.471
10 C -1.1253 1.2708 -2.6734  O9 1.471, C11 1.672, O12 1.362
11 C -1.6395 2.7235 -2.0246  C10 1.672, H20 1.194, H21 1.177, H22 1.172
12 O -0.5421 0.4330 -1.7719  C10 1.362
13 H -7.3292 2.5651 -4.7894  C1 1.188
14 H -6.8401 3.0932 -2.9735  C1 1.170
15 H -5.7870 3.7210 -4.4410  C1 1.192
16 H -4.5921 -1.0943 -3.6748  C5 1.177
17 H -5.1338 -1.5778 -5.4210  C5 1.194
18 H -3.2884 0.7664 -6.0539  C6 1.180
19 H -2.9994 -1.0922 -6.2467  C6 1.194
20 H -0.6330 3.3411 -1.8491  C11 1.194
21 H -2.0705 2.5201 -0.9482  C11 1.177
22 H -2.3746 3.3036 -2.7300  C11 1.172
23 C -3.2853 -1.5218 5.5703  O24 1.419, H32 1.093, H33 1.093, H34 1.094
24 O -2.4710 -1.2945 4.4312  C23 1.419, C25 1.429
25 C -1.4107 -0.3759 4.7022  O24 1.429, C26 1.531, H35 1.098, H36 1.095
26 C -0.3524 -0.4422 3.5985  C25 1.531, O27 1.433, H37 1.096, H38 1.092
27 O 0.5593 -1.5341 3.7688  C26 1.433, C28 1.436
28 C 0.0383 -2.8302 3.4376  O27 1.436, C29 1.530, H39 1.092, H40 1.095
29 C -0.0883 -3.0500 1.9290  C28 1.530, O30 1.430, H41 1.095, H42 1.096
30 O -1.3047 -2.4765 1.4443  C29 1.430, C31 1.419
31 C -1.3061 -2.3427 0.0319  O30 1.419, H43 1.094, H44 1.093, H45 1.093
32 H -3.7297 -0.5861 5.9190  C23 1.093
33 H -4.0852 -2.2114 5.2882  C23 1.093
34 H -2.6972 -1.9842 6.3691  C23 1.094
35 H -0.9488 -0.6093 5.6703  C25 1.098
36 H -1.8420 0.6295 4.7362  C25 1.095
37 H 0.2640 0.4617 3.6670  C26 1.096
38 H -0.7974 -0.4491 2.6011  C26 1.092
39 H -0.8990 -3.0232 3.9634  C28 1.092
40 H 0.7748 -3.5429 3.8237  C28 1.095
41 H -0.1209 -4.1243 1.7174  C29 1.095
42 H 0.7707 -2.6025 1.4158  C29 1.096
43 H -0.5196 -1.6502 -0.2826  C31 1.094
44 H -2.2713 -1.9297 -0.2725  C31 1.093
45 H -1.1706 -3.3156 -0.4482  C31 1.093
46 C 0.8981 0.2276 11.3630  O47 1.419, H55 1.093, H56 1.093, H57 1.094
47 O 1.7124 0.4549 10.2238  C46 1.419, C48 1.429
48 C 2.7727 1.3735 10.4949  O47 1.429, C49 1.531, H58 1.098, H59 1.095
49 C 3.8310 1.3073 9.3911  C48 1.531, O50 1.433, H60 1.096, H61 1.092
50 O 4.7427 0.2153 9.5615  C49 1.433, C51 1.436
51 C 4.2217 -1.0808 9.2303  O50 1.436, C52 1.530, H62 1.092, H63 1.095
52 C 4.0951 -1.3006 7.7217  C51 1.530, O53 1.430, H64 1.095, H65 1.096
53 O 2.8787 -0.7271 7.2370  C52 1.430, C54 1.419
54 C 2.8773 -0.5933 5.8246  O53 1.419, H66 1.094, H67 1.093, H68 1.093
55 H 0.4537 1.1634 11.7117  C46 1.093
56 H 0.0982 -0.4620 11.0809  C46 1.093
57 H 1.4862 -0.2347 12.1618  C46 1.094
58 H 3.2346 1.1402 11.4630  C48 1.098
59 H 2.3414 2.3790 10.5289  C48 1.095
60 H 4.4474 2.2111 9.4597  C49 1.096
61 H 3.3860 1.3004 8.3938  C49 1.092
62 H 3.2844 -1.2738 9.7561  C51 1.092
63 H 4.9582 -1.7935 9.6164  C51 1.095
64 H 4.0625 -2.3749 7.5101  C52 1.095
65 H 4.9541 -0.8531 7.2085  C52 1.096
66 H 3.6638 0.0992 5.5101  C54 1.094
67 H 1.9121 -0.1802 5.5202  C54 1.093
68 H 3.0128 -1.5662 5.3445  C54 1.093
69 C 2.5490 1.8384 -5.6434  O70 1.419, H78 1.093, H79 1.093, H80 1.094
70 O 2.2419 1.0283 -6.7668  C69 1.419, C71 1.429
71 C 1.0800 0.2256 -6.5500  O70 1.429, C72 1.531, H81 1.098, H82 1.095
72 C 0.5642 -0.3358 -7.8772  C71 1.531, O73 1.433, H83 1.096, H84 1.092
73 O -0.2313 0.6065 -8.6064  C72 1.433, C74 1.436
74 C 0.4990 1.6562 -9.2589  O73 1.436, C75 1.530, H85 1.092, H86 1.095
75 C 1.2398 1.1747 -10.5077  C74 1.530, O76 1.430, H87 1.095, H88 1.096
76 O 2.4882 0.5797 -10.1457  C75 1.430, C77 1.419
77 C 3.0428 -0.1836 -11.2052  O76 1.419, H89 1.094, H90 1.093, H91 1.093
78 H 2.7255 1.2201 -4.7595  C69 1.093
79 H 3.4563 2.4055 -5.8671  C69 1.093
80 H 1.7367 2.5473 -5.4554  C69 1.094
81 H 0.2932 0.8235 -6.0720  C71 1.098
82 H 1.3642 -0.5995 -5.8890  C71 1.095
83 H -0.1106 -1.1697 -7.6516  C72 1.096
84 H 1.3702 -0.7369 -8.4957  C72 1.092
85 H 1.1608 2.1691 -8.5579  C74 1.092
86 H -0.2593 2.3814 -9.5727  C74 1.095
87 H 1.4562 2.0300 -11.1571  C75 1.095
88 H 0.6204 0.4515 -11.0504  C75 1.096
89 H 2.3865 -1.0245 -11.4486  C77 1.094
90 H 4.0052 -0.5820 -10.8736  C77 1.093
91 H 3.2040 0.4411 -12.0878  C77 1.093

LUMO = 0.0103 Ha
structure (SMILES) = CC(=O)OCCC(=O)OC(C)=O.COCCOCCOC.COCCOCCOC.COCCOCCOC
calculated total energy = -2036.7352 hartree
max |F| = 9.4 eV/A

***

Question: Look up the calculated total energy of the first one.
Answer: -1961.5824 hartree